Density functional theory data (ωB97M-V/def2-TZVPD) for a 18-piece molecular cluster, CH37O18 overall in a non-equilibrium geometry.

Structure (XYZ):
```
56
Properties=species:S:1:pos:R:3:forces:R:3
C 0.134 -0.144 -0.056 -0.7 -0.1 1.0
O 0.045 -1.536 -0.106 0.8 1.7 -0.1
H -0.887 0.326 -0.023 0.6 -0.1 -0.2
H 0.681 0.392 -0.893 -0.8 -0.9 0.4
H 0.614 0.045 0.925 0.2 1.1 -0.5
O -2.449 -2.049 -0.554 -1.0 -0.3 -1.2
H -1.529 -1.771 -0.577 1.3 -0.4 -0.6
H -2.612 -1.631 0.277 -1.0 0.0 1.0
O 0.816 -2.084 2.310 -1.1 0.2 0.7
H -0.055 -2.173 2.753 0.9 -0.1 -0.4
H 0.558 -1.686 1.427 -0.1 -1.0 -0.3
O -3.455 0.897 -0.784 -1.5 -2.2 -1.7
H -3.185 1.525 -0.167 0.9 1.7 1.9
H -4.073 0.279 -0.352 0.6 0.4 -0.2
O -2.732 -1.307 1.931 -0.3 0.2 1.0
H -2.679 -2.101 2.468 -0.3 -0.3 -0.1
H -1.885 -0.899 2.114 0.5 0.6 0.0
O 0.977 1.711 -3.466 0.5 1.2 0.3
H 0.768 0.895 -3.890 -0.3 -1.1 -0.6
H 1.353 2.298 -4.133 0.0 -0.2 0.1
O 2.771 1.441 -0.493 0.8 2.9 -2.0
H 3.207 1.038 0.200 1.4 -1.5 2.3
H 2.016 0.926 -0.649 -1.3 -1.2 -0.1
O 2.943 -0.368 -2.981 2.0 -0.7 -0.5
H 2.161 0.102 -2.778 -1.0 0.6 0.5
H 3.564 -0.196 -2.256 -0.5 -0.1 -0.2
O 0.359 -1.771 -2.747 0.8 -0.4 -2.3
H 0.465 -1.559 -1.835 -0.1 0.0 1.6
H -0.538 -1.549 -2.972 -0.7 0.4 0.2
O -2.101 -0.303 -2.934 -0.2 -0.6 -1.1
H -2.666 -1.078 -3.099 0.2 0.5 0.4
H -2.365 0.020 -2.065 -0.2 0.0 0.5
O 0.466 2.968 0.119 -0.3 0.7 0.4
H 1.022 3.032 -0.659 -0.1 -0.5 -0.2
H -0.208 2.280 0.050 0.1 0.1 -0.7
O 3.032 -1.813 -0.245 3.0 0.7 -0.5
H 3.529 -2.171 0.497 -0.6 -0.1 0.0
H 2.121 -1.909 -0.104 -2.5 -0.6 0.5
O -1.167 2.123 -1.980 1.9 1.0 1.1
H -1.385 1.774 -2.809 -1.9 -1.1 -1.9
H -0.212 2.103 -2.234 -0.5 0.4 0.9
O 2.195 -0.403 3.790 1.4 1.1 0.0
H 2.084 -0.454 4.728 -0.2 -0.1 0.7
H 1.533 -0.958 3.378 -0.5 -0.8 -0.5
O 1.204 2.603 2.483 2.2 0.3 0.9
H 2.179 2.778 2.603 -1.6 -0.5 0.3
H 1.136 2.734 1.517 -0.6 0.0 -0.3
O 0.169 -3.935 -0.887 0.2 -2.1 0.0
H 0.350 -3.824 -1.818 0.0 0.3 -0.2
H 0.035 -3.058 -0.540 -0.1 0.6 0.1
O -0.450 0.558 3.654 -2.0 -1.1 0.3
H -0.779 1.104 4.361 -0.2 0.2 0.4
H 0.300 1.018 3.334 1.9 1.0 -0.8
O -2.519 2.130 1.703 -1.4 -1.2 1.0
H -3.092 1.447 2.168 1.0 1.1 -0.9
H -1.765 2.187 2.296 0.4 0.0 0.0
```
Positions in Å, forces in eV/Å.

Total energy (eV): -38494.269
Highest occupied orbital energy (eV): -5.9
Charge: -1
HOMO-LUMO gap (hartree): 0.304

Results of the natural (NBO) charge analysis, in e, for atoms 1 through 5: atom 1 (C): -0.2415, atom 2 (O): -1.0017, atom 3 (H): 0.1612, atom 4 (H): 0.0962, atom 5 (H): 0.1516

Density functional theory data (ωB97M-V/def2-TZVPD) for a 2-piece molecular cluster, CH3BBr2 overall in a non-equilibrium geometry.

Structure (XYZ):
```
7
Properties=species:S:1:pos:R:3:forces:R:3
B -1.513 0.108 -0.697 -0.1 1.9 0.7
C 2.244 -0.701 1.328 -0.4 -0.1 -0.1
Br 2.603 0.299 -0.189 -0.1 -0.1 0.1
Br -1.280 1.862 -0.053 0.1 0.5 0.1
H -0.737 -0.591 -0.341 1.6 -1.8 0.4
H -2.467 -0.038 -1.252 -1.5 -0.7 -1.2
H 1.151 -0.939 1.204 0.5 0.2 0.0
```
Positions in Å, forces in eV/Å.

Total energy (eV): -141842.845
Highest occupied orbital energy (eV): -9.3
HOMO-LUMO gap (hartree): 0.300

Results of the natural (NBO) charge analysis, in e, for atoms 1 through 5: atom 1 (B): 0.2709, atom 2 (C): -0.1989, atom 3 (Br): 0.1063, atom 4 (Br): -0.1071, atom 5 (H): -0.0914